13
Properties=species:S:1:pos:R:3:forces:R:3 method="wB97M-V/def2-TZVPD" charge=+1 e_above_lowest_kcal_mol=22.4 spin_multiplicity=2 orbital_gap_ev="8.3 / 4.1"
H -1.469643 0.152021 0.566932 1.313 -0.990 0.155
H 2.123205 4.056051 -2.577833 -0.537 -0.666 0.951
H 0.546110 0.845791 -0.875361 -1.987 -0.515 0.606
O -1.765340 -4.726085 3.111570 0.509 -3.029 1.342
N 0.715610 1.269744 -1.780847 1.335 1.096 1.418
H 0.063745 3.273552 -1.364741 -0.416 0.075 0.711
H -1.588504 -5.615857 2.698705 -0.255 1.496 -0.493
O -0.586474 -0.297565 0.724438 -1.117 1.951 2.437
N 1.999060 3.067610 -2.251290 -0.123 0.808 -1.201
H -1.735412 -5.142601 4.023573 -0.248 1.552 -0.852
H 1.318748 0.573974 -2.288697 -0.184 1.733 -0.103
H -0.481560 -0.113123 1.742983 -0.072 -0.748 -2.837
C 0.860454 2.656488 -1.729433 1.782 -2.763 -2.135

***

110
Properties=species:S:1:pos:R:3:forces:R:3 method="wB97M-V/def2-TZVPD" smiles="CP(O)c1cc(CCCCN)c2c(c1)Nc1cccc(CCCCCCCC[Si](C)(C)c3ccccc3)c1S2.COC(=O)OC.COC(=O)OC" orbital_gap_ev=7.7
H 2.704861 -2.139099 -3.639091 -1.037 0.644 -0.653
H -1.034753 3.518257 -1.490925 0.632 2.170 -0.754
H -4.928336 -5.219205 5.622994 0.821 -1.386 -0.430
C 1.550951 1.563714 -0.265103 0.092 -1.640 -1.072
O 6.772150 -3.770653 4.524839 -0.351 0.981 0.260
H -1.184725 -4.002134 -1.370713 0.342 2.085 1.619
H 2.141083 5.354136 0.583459 -1.435 -1.076 -1.455
O 6.133520 -3.068217 -8.575079 -0.883 0.046 0.475
C -3.842694 4.127523 -1.336426 -0.192 1.131 0.471
H -1.380616 2.207771 0.480898 1.090 1.510 1.763
C -4.350772 1.633291 -2.420831 0.735 0.498 1.167
H -3.748842 3.628241 -3.566811 -1.125 -1.076 1.742
H 4.487841 4.758173 4.945381 -1.454 -2.455 -0.831
H -3.054667 3.561148 -0.666352 -1.591 0.937 -1.506
C -1.011699 -3.163103 -0.539227 -0.175 -0.258 0.970
H -1.460407 -1.494058 -2.086512 1.422 -0.241 2.285
H 1.731037 0.557368 0.336082 -0.324 2.053 -1.223
H -8.308569 -0.216605 2.039199 1.972 0.873 -2.108
O 4.927728 -3.883796 -6.797524 0.199 1.020 -1.415
H -5.553885 -3.636298 3.693670 2.058 0.301 -2.202
C -2.817969 -3.473606 6.164460 -1.310 0.786 0.936
H -6.621553 3.316139 -0.932237 0.349 -2.971 0.761
O 5.221176 -2.601887 5.752448 1.295 -0.060 -1.076
H 5.230562 -0.216436 4.523143 0.300 -0.074 0.180
C -3.198992 5.602069 -1.781281 -0.120 -0.798 -0.640
C 7.228272 -3.888011 -8.170575 0.402 -0.281 0.120
H -5.492750 3.632191 -2.833126 2.416 -0.829 0.258
H 5.157947 -5.072631 4.706953 0.149 0.097 0.203
C -0.638532 4.563517 -1.869648 0.744 0.240 -0.191
H -2.363190 -2.489706 5.716498 -0.936 -1.957 0.838
H 4.587265 2.186189 6.254677 -1.688 0.350 -2.453
H 1.560705 -1.038834 -1.275210 -1.524 -1.157 -1.167
O 4.080399 -2.345907 -8.279241 1.018 -0.637 0.144
H -3.264758 1.385587 -1.993115 -2.274 0.331 -0.920
C 0.714673 -1.348034 -3.456730 -0.382 0.010 0.384
P -2.837932 -4.890432 4.871519 0.427 -1.048 -0.215
H -8.403000 2.411295 1.077671 2.104 -1.396 -1.347
H 3.050682 0.027326 5.093680 0.123 2.435 -0.948
S -4.235132 -1.767705 -1.321786 -0.781 0.687 2.519
C -3.159330 -4.074665 3.138113 -1.862 1.952 -2.970
C 6.274027 -0.313541 4.839888 -0.225 0.465 0.069
H 0.478942 -0.201593 -3.654074 0.133 -2.441 0.650
C -6.532827 2.177992 -0.583887 -0.423 -3.086 1.536
H -4.746180 4.406386 -0.608338 1.937 -0.825 -1.600
H 3.028064 -2.009509 -6.514760 -0.079 -0.329 -0.214
H 6.292823 -5.036646 6.106470 -0.171 0.088 -0.194
H -1.391542 6.540041 -2.806177 -0.581 -2.140 0.143
C -4.706796 -3.529953 2.859557 3.173 0.904 -3.546
C 5.036228 -3.171772 -7.783580 -0.185 -0.211 0.372
H -4.456638 1.048273 -3.428858 -0.116 1.123 1.999
C 2.128965 2.816183 2.513009 2.544 -0.742 3.917
H 2.079655 4.350962 -1.048485 -1.042 0.661 2.089
H 6.365325 -0.180368 5.922678 -0.157 -0.102 -0.144
C -6.430253 -0.897396 0.539487 -0.897 4.178 -0.616
Si 1.061659 3.016332 0.900245 0.266 -0.152 -0.393
C 0.796042 -1.719059 -1.843118 0.044 -0.182 -0.485
C 2.984950 4.049707 3.176954 0.123 -4.067 1.870
N -6.420514 -2.296374 1.117418 2.255 0.393 -2.298
C 2.160455 1.312971 3.220440 2.741 3.368 2.373
H -1.991437 4.932449 -3.672411 0.310 1.178 2.038
H 6.857209 0.469120 4.346836 0.011 -0.366 -0.038
H -0.022064 -3.489274 0.042707 -2.278 0.657 -1.109
C -7.578339 1.709810 0.598512 2.423 -3.286 -1.177
H 6.951040 -4.946558 -8.204137 -0.002 0.209 0.172
H -0.161472 -2.030442 -3.892487 1.742 1.621 0.876
C 3.877853 3.818946 4.538872 -1.907 -2.662 -1.668
C -7.551721 0.150961 1.194946 3.083 1.241 -3.426
C -4.370855 3.278463 -2.635745 -0.800 0.308 0.353
H 2.168760 -1.656209 -8.026053 0.353 -0.083 -0.117
H 6.763290 -5.817721 4.584701 0.056 0.384 -0.056
C 0.092766 5.399943 -0.640665 0.352 0.287 -0.225
H 2.427737 -0.798982 -4.619722 -0.659 -1.059 0.787
C -5.407231 1.143961 -1.251295 -2.525 -1.095 2.570
H -6.774623 -2.916574 0.328245 0.404 0.840 1.225
C 6.169566 -2.645063 4.984495 -0.262 0.103 0.205
C 2.859989 -2.351101 -7.541231 -0.448 0.058 0.356
C 6.204238 -4.983016 5.016504 -0.188 -0.465 0.169
C -0.820198 2.828190 1.330514 -0.765 -0.852 0.407
C 3.061961 1.097002 4.606333 -0.421 3.412 -1.961
H -2.255842 -3.758201 7.177368 -1.070 0.350 -2.512
C 3.930120 2.343278 5.273175 -2.281 0.758 -3.562
C -5.400600 -0.396213 -0.679557 -2.465 1.939 2.141
N 1.982465 -1.659364 -4.224984 0.294 0.617 0.840
H 2.961300 5.092396 2.643433 0.114 -2.251 1.293
H -3.066021 6.245234 -0.812178 -0.103 -1.168 -1.904
H -0.881318 2.159062 2.308046 -0.043 1.518 -1.911
O -4.234906 -5.884909 5.328839 0.552 3.625 -0.276
H 2.407953 -3.348267 -7.549687 0.171 0.162 0.174
H 7.571066 -3.607755 -7.169314 -0.174 -0.168 -0.118
C -2.244382 -3.245085 0.539140 -2.271 -0.446 3.131
C -0.729107 -1.671559 -1.159751 0.457 -0.628 -1.489
H -0.632546 5.589574 0.259054 1.211 -0.370 -1.805
H -3.949711 -3.289073 6.487987 2.291 0.025 -0.656
H -0.867072 -4.378788 2.280350 -2.438 0.913 -0.669
H 0.658820 1.332338 -1.019782 1.846 0.514 1.477
H -3.962618 6.150535 -2.504156 1.460 -1.070 1.622
H 2.518429 1.764978 -0.922418 -1.985 -0.368 1.473
H 0.391375 6.452715 -1.078761 -0.618 -2.021 0.870
C -1.787184 5.450034 -2.633953 -0.260 -0.209 0.709
H -0.851084 -0.790885 -0.386252 0.245 -1.982 -1.459
H -1.332496 3.864703 1.511890 0.784 -2.107 -0.285
C -5.014369 -2.804139 1.390906 3.707 -1.674 1.830
C -1.936703 -3.970027 2.008348 -4.305 1.619 -0.583
H 0.189572 4.316222 -2.692039 -1.618 0.540 1.836
H 8.050117 -3.725390 -8.873345 -0.353 0.165 -0.002
O 6.804992 -1.575980 4.441781 -0.343 -1.080 0.372
C -3.760536 -2.671680 0.293484 0.095 -1.151 3.014
H 1.583529 0.391652 2.767564 1.267 2.144 1.022
H 1.244633 -2.823247 -1.796724 -1.098 2.245 -0.044
C 1.465516 4.658389 -0.080391 -0.135 0.429 -0.956

***

27
Properties=species:S:1:pos:R:3:forces:R:3 method="wB97M-V/def2-TZVPD" e_above_lowest_kcal_mol=71.4 smiles=Cc1ccc(O)cc1.CCC orbital_gap_ev=9.2
C 0.118786 -2.680225 1.976613 -0.117 -0.570 -0.612
O 1.647504 2.271244 -1.792032 0.526 0.739 -0.585
H 1.811673 0.538255 0.092334 -0.232 0.132 0.150
H -0.374436 -0.511636 1.230797 0.200 0.966 -2.379
H -2.809806 -1.196149 0.358137 -0.354 -1.081 0.178
H -3.984158 -0.116890 -0.461433 1.588 0.370 0.499
H 0.016365 -1.767293 2.592136 0.041 -0.412 -0.304
H 2.354321 -2.004541 2.865284 0.729 0.469 -1.193
H 3.508764 -2.349384 1.406604 -1.608 1.269 1.017
C 0.801957 0.784817 -0.211992 -3.744 -1.457 0.712
C 0.533345 1.685220 -1.217719 1.850 1.072 -1.106
C -0.700286 2.018562 -1.753354 -1.096 -1.744 2.112
C -3.044413 -0.173071 0.170842 0.315 0.506 2.595
C 1.401386 -2.649100 1.079781 -1.124 2.269 0.279
H 2.628764 -0.792974 1.546807 -0.454 0.813 -0.232
H 1.093531 -2.074874 0.121439 0.735 -1.751 1.078
H 2.385841 2.446608 -1.175225 -0.921 -0.457 -0.260
H -0.876181 2.450656 -2.686819 0.477 1.477 -1.051
C 2.503217 -1.829037 1.750443 2.217 -3.268 0.900
C -1.861469 1.461758 -1.142843 2.170 0.807 -1.740
H -2.827389 1.817822 -1.466448 -0.160 -0.231 -0.151
H -0.645882 -2.644490 1.136077 -0.081 -0.689 1.906
H -3.223323 0.269570 1.231410 -0.315 -0.737 -1.706
C -1.719361 0.439323 -0.264514 0.601 -0.053 0.824
H 0.116138 -3.572318 2.724210 -0.316 1.371 -1.647
C -0.379478 0.111825 0.245491 -1.017 0.142 1.655
H 1.723655 -3.682742 1.024450 0.089 0.047 -0.939

***

12
Properties=species:S:1:pos:R:3:forces:R:3 method="wB97M-V/def2-TZVPD" e_above_lowest_kcal_mol=51.1 orbital_gap_ev=9.9
N -0.124039 -1.009681 0.434588 0.008 0.354 -0.384
H -0.735741 0.160240 2.083820 0.066 -0.108 -0.033
C -0.095686 -0.102054 -0.464505 0.084 -0.188 0.909
H -0.009340 -1.421983 2.466724 -0.017 0.153 -0.057
H 0.464201 1.638588 0.474300 -0.081 -0.064 -0.010
C 0.041768 -0.563175 1.794988 0.045 0.055 0.349
O -0.123351 0.264560 -2.814448 0.478 1.750 1.762
N 0.032984 1.256256 -0.351006 0.155 0.094 0.281
C -0.233075 -0.509780 -1.850829 -0.456 -0.266 -5.864
H -0.446614 -1.386909 -2.507344 -0.129 -1.555 2.991
H 1.015761 -0.073993 1.952663 -0.080 -0.060 -0.036
H 0.213133 1.747932 -1.218951 -0.073 -0.167 0.092

***

22
Properties=species:S:1:pos:R:3:forces:R:3 method="wB97M-V/def2-TZVPD" e_above_lowest_kcal_mol=85.3 orbital_gap_ev=8.5
H 2.980740 -0.226339 -0.205205 0.179 -0.221 0.156
C 1.017025 0.124468 0.654326 0.675 2.738 -0.229
C -0.304756 -0.517849 0.851529 -2.144 0.827 -2.464
H 1.566092 -0.606428 -1.240529 0.735 -0.630 0.777
C -1.277136 -0.878808 -2.365657 0.348 0.310 1.735
H 2.560174 0.907596 1.846977 0.769 0.064 0.313
H 0.950764 1.129039 0.167631 -0.368 -0.641 0.246
H -0.096305 -1.554170 0.594639 -1.476 -0.432 0.863
H 1.970901 -1.714350 0.166538 0.528 -0.301 -0.224
H -2.828676 1.616814 -3.871079 -0.593 -0.956 0.230
S -2.567097 1.178161 -1.507291 0.838 -1.023 -0.286
C 2.005094 -0.696728 -0.206024 -2.369 0.865 -1.026
C -1.475975 -0.153652 -1.224375 1.121 -0.472 2.435
C -1.889633 -0.286554 -3.483510 1.315 -2.123 -0.363
C 1.654533 0.362780 2.001540 -0.933 -1.688 1.663
H -1.555285 -0.719683 -4.395395 -0.512 0.288 -1.199
O -1.222110 -0.190364 1.833816 1.204 -0.967 -0.771
H -1.214627 0.718649 2.187999 0.561 -0.400 -0.779
H -0.651982 -1.759131 -2.408126 0.030 -0.022 -0.045
H 1.036277 0.856641 2.779180 0.207 0.132 -0.725
C -2.636384 0.757955 -3.202639 -0.771 3.537 -0.120
H 1.776412 -0.676406 2.435749 0.657 1.115 -0.188

***

22
Properties=species:S:1:pos:R:3:forces:R:3 method="wB97M-V/def2-TZVPD" charge=+1 e_above_lowest_kcal_mol=89.1 orbital_gap_ev="7.1 / 7.1"
C -0.908363 0.506670 1.294011 0.197 0.764 -1.003
H -2.227141 -0.359436 4.210551 1.438 -0.393 -1.274
C 1.010772 -1.085788 -3.288184 0.716 -2.473 -1.169
N -1.781734 0.413969 2.368313 -0.506 0.954 -0.291
C -1.516428 0.894327 0.146248 4.894 -0.674 -0.863
H 1.362596 -0.971563 -4.388211 -1.135 -0.607 1.746
H 1.436237 0.895309 -3.269450 1.261 1.659 -0.284
H 0.155789 -1.835076 -3.077845 0.855 1.887 -0.808
C 0.509073 0.197869 1.545214 0.694 1.159 -1.523
H -1.887160 1.581324 -1.907088 1.907 -1.404 1.286
N 0.687148 -0.822411 2.429623 0.336 -1.677 0.562
H -0.157936 -2.176143 3.721782 -0.150 1.077 -0.486
N 0.789327 0.308553 -2.829844 -0.186 -2.474 0.150
H 2.700619 0.491535 1.274508 -2.191 -0.339 -0.327
C -0.065031 0.691672 -2.014188 -0.776 0.540 1.463
C -1.037942 1.056039 -1.228708 -1.956 0.695 -1.461
C 1.617413 0.718931 0.943318 1.637 1.881 -0.458
H 1.705279 1.620831 0.201703 -1.036 -1.785 1.444
C -0.287337 -1.226730 3.134768 -0.173 -0.650 2.087
C -1.506576 -0.369540 3.314612 -0.400 -0.967 0.905
H 1.866926 -1.666911 -2.784412 -0.876 1.717 -0.252
H -2.465533 1.136570 0.203280 -4.548 1.114 0.555